Molecular formula: C52H139N9O13
Method: DFT, ωB97M-V/def2-TZVPD

Structure (XYZ):
```
213
C52H139N9O13 (ωB97M-V/def2-TZVPD)
C 0.25 5.62 4.04
C -0.72 5.23 2.94
C -0.79 6.29 1.91
O 0.54 6.75 1.36
C 0.29 7.85 0.50
N -0.43 4.02 2.28
H 1.32 5.73 3.75
H 0.23 4.87 4.87
H -0.05 6.58 4.53
H -1.66 5.21 3.49
H -1.30 7.11 2.42
H -1.44 5.96 1.12
H 1.23 8.34 0.32
H -0.25 8.58 1.11
H -0.28 7.60 -0.40
H 0.42 4.11 1.74
H -0.31 3.26 2.92
C -2.18 2.45 6.23
C -1.61 1.42 5.22
C -2.58 1.25 4.05
O -3.73 0.57 4.55
C -4.76 0.52 3.60
N -0.34 1.88 4.66
H -1.46 2.72 6.99
H -3.04 2.00 6.78
H -2.54 3.35 5.71
H -1.46 0.45 5.72
H -2.13 0.70 3.23
H -2.91 2.25 3.71
H -4.47 0.05 2.65
H -5.10 1.57 3.34
H -5.57 -0.02 4.08
H 0.02 1.14 4.11
H 0.36 2.06 5.38
C 2.86 -5.46 -0.94
C 3.36 -4.03 -0.69
C 4.78 -4.09 -0.24
O 5.67 -4.56 -1.29
C 6.99 -4.62 -0.75
N 3.31 -3.23 -1.92
H 2.99 -6.14 -0.10
H 3.36 -5.88 -1.84
H 1.76 -5.45 -1.14
H 2.75 -3.56 0.08
H 4.89 -4.78 0.63
H 5.15 -3.08 0.00
H 7.72 -4.75 -1.55
H 7.14 -5.52 -0.14
H 7.35 -3.74 -0.15
H 3.94 -3.63 -2.60
H 3.57 -2.28 -1.72
C -3.93 2.90 -1.53
C -2.52 3.08 -0.92
C -1.99 4.43 -1.29
O -1.95 4.55 -2.69
C -1.38 5.74 -3.09
N -2.70 3.02 0.51
H -4.37 2.00 -1.05
H -3.88 2.74 -2.61
H -4.53 3.75 -1.30
H -1.83 2.35 -1.38
H -0.95 4.45 -0.91
H -2.53 5.27 -0.84
H -0.34 6.02 -2.74
H -1.99 6.63 -2.88
H -1.19 5.66 -4.16
H -3.13 2.18 0.82
H -1.83 3.16 1.06
C 5.42 0.47 -0.18
C 4.53 0.95 -1.35
C 5.20 2.13 -2.00
O 4.28 2.69 -3.00
C 4.70 3.98 -3.45
N 4.28 -0.13 -2.35
H 4.99 -0.41 0.29
H 5.52 1.26 0.57
H 6.38 0.11 -0.57
H 3.52 1.28 -1.04
H 6.09 1.78 -2.52
H 5.38 2.86 -1.20
H 5.74 3.94 -3.78
H 4.48 4.76 -2.73
H 4.11 4.26 -4.37
H 5.19 -0.56 -2.58
H 3.84 0.22 -3.20
C -2.01 -3.03 -3.79
C -0.74 -3.82 -3.50
C 0.10 -3.99 -4.79
O -0.49 -4.93 -5.61
C 0.40 -5.47 -6.59
N 0.00 -3.12 -2.49
H -1.79 -2.07 -4.24
H -2.50 -2.68 -2.89
H -2.67 -3.60 -4.39
H -0.93 -4.85 -3.16
H 1.10 -4.39 -4.54
H 0.21 -2.99 -5.27
H 0.84 -4.71 -7.20
H -0.27 -6.08 -7.27
H 1.15 -6.07 -6.08
H 1.00 -3.35 -2.51
H -0.08 -2.13 -2.60
C -0.49 1.43 -3.71
C 0.61 0.47 -4.12
C 1.79 1.25 -4.77
O 2.73 0.32 -5.23
C 3.87 1.00 -5.73
N 1.05 -0.26 -2.90
H -0.80 2.06 -4.55
H -0.15 2.19 -2.99
H -1.34 0.97 -3.22
H 0.24 -0.26 -4.87
H 2.18 1.87 -3.96
H 1.40 1.82 -5.60
H 3.56 1.79 -6.41
H 4.57 0.28 -6.16
H 4.46 1.48 -4.89
H 1.05 0.36 -2.10
H 1.99 -0.63 -2.91
C 1.14 1.42 0.83
C -0.02 0.52 1.28
C -0.65 -0.30 0.14
O -1.79 -0.94 0.76
C -2.70 -1.68 -0.09
N 0.35 -0.40 2.35
H 0.80 1.96 -0.05
H 2.07 0.95 0.56
H 1.38 2.10 1.62
H -0.77 1.23 1.65
H 0.12 -0.99 -0.28
H -1.04 0.26 -0.72
H -2.14 -2.32 -0.78
H -3.34 -1.00 -0.69
H -3.32 -2.36 0.52
H -0.42 -1.01 2.58
H 1.12 -0.97 1.98
C -0.08 -5.32 2.56
C 0.19 -4.90 1.12
C -0.87 -5.44 0.16
O -2.13 -4.92 0.52
C -3.12 -5.32 -0.40
N 0.32 -3.38 0.98
H -0.22 -6.39 2.61
H -0.95 -4.75 2.99
H 0.75 -5.09 3.26
H 1.15 -5.36 0.93
H -0.86 -6.56 0.17
H -0.67 -5.10 -0.86
H -2.96 -4.79 -1.37
H -4.08 -5.01 0.01
H -3.08 -6.40 -0.54
H -0.60 -3.02 1.19
H 0.49 -3.19 -0.01
C -3.51 -2.76 4.11
C -4.17 -4.01 3.48
O -4.55 -4.96 4.42
C -5.10 -6.16 3.90
C -5.51 -7.04 5.02
H -2.46 -2.89 4.47
H -3.48 -2.03 3.32
H -4.19 -2.39 4.91
H -4.96 -3.75 2.75
H -3.39 -4.52 2.87
H -5.97 -5.94 3.24
H -4.35 -6.59 3.23
H -5.82 -8.02 4.58
H -6.30 -6.66 5.68
H -4.65 -7.18 5.65
C -7.62 -2.69 -7.11
C -7.33 -2.54 -5.63
O -6.39 -1.50 -5.41
C -6.25 -1.21 -4.02
C -5.20 -0.10 -3.88
H -8.37 -3.46 -7.22
H -7.96 -1.81 -7.59
H -6.71 -3.03 -7.57
H -8.24 -2.28 -5.08
H -6.92 -3.48 -5.23
H -7.20 -0.89 -3.58
H -5.88 -2.10 -3.53
H -5.61 0.79 -4.31
H -4.32 -0.39 -4.47
H -5.00 0.15 -2.84
C 3.22 3.75 5.75
C 3.12 2.47 5.02
O 2.74 1.51 5.96
C 2.62 0.16 5.31
C 2.01 -0.76 6.40
H 3.80 4.51 5.25
H 2.26 4.14 6.02
H 3.79 3.56 6.63
H 2.35 2.56 4.21
H 4.07 2.27 4.56
H 2.03 0.35 4.43
H 3.63 -0.18 5.01
H 2.49 -0.81 7.38
H 2.01 -1.76 6.02
H 0.96 -0.58 6.65
C 2.12 4.85 -0.78
C 3.31 4.99 0.16
O 3.69 3.68 0.60
C 4.42 3.67 1.82
C 5.69 4.50 1.72
H 2.36 4.12 -1.54
H 1.33 4.39 -0.18
H 1.76 5.75 -1.28
H 4.22 5.48 -0.28
H 3.02 5.55 1.08
H 3.81 4.05 2.64
H 4.54 2.62 2.05
H 6.32 4.19 0.88
H 6.31 4.27 2.59
H 5.57 5.59 1.67
```

* gap between HOMO and LUMO: 8.863 eV